P | Formula: C7H8
Source: OMol25
Level of theory: ωB97M-V/def2-TZVPD

Element x y z (Å)
C  -1.4291  -0.1850  1.6851
C  -0.5075  -0.0621  0.4983
C  -0.1348  1.1812  0.0037
C  0.7934  1.3031  -1.0224
C  1.4377  0.1772  -1.5026
C  0.9523  -1.0685  -1.1279
C  0.0831  -1.2000  -0.0591
H  -0.9316  -0.5552  2.5789
H  -1.8937  0.7809  1.8824
H  -2.2579  -0.8394  1.4132
H  -0.6536  2.0643  0.3550
H  1.0521  2.2929  -1.3731
H  2.2837  0.2135  -2.1754
H  1.3779  -1.9616  -1.5730
H  -0.1723  -2.1413  0.4169

Values from the calculation:
HOMO	-9.01	eV
multiplicity	1
net charge	0
LUMO	1.1	eV
SMILES	Cc1ccccc1

Q | Formula: C7H8
Source: OMol25
Level of theory: ωB97M-V/def2-TZVPD

Element x y z (Å)
C  -1.9682  0.4406  0.8558
C  -0.5875  0.2976  0.2743
C  0.4970  0.0218  1.0896
C  1.5536  -0.7476  0.6397
C  1.6958  -0.8067  -0.7795
C  0.9065  0.0258  -1.5904
C  -0.3966  0.2936  -1.1094
H  -2.2298  1.5046  0.8042
H  -2.7797  0.0349  0.2520
H  -2.0014  0.2070  1.9176
H  0.3065  0.3083  2.1273
H  2.4540  -1.0801  1.1369
H  2.6538  -1.1261  -1.1800
H  1.0808  0.0002  -2.6622
H  -1.1848  0.6260  -1.7760

Values from the calculation:
HOMO	-8.74	eV
multiplicity	1
net charge	0
LUMO	1.0	eV
SMILES	Cc1ccccc1

Quick ranking, most stable first: P, Q.

P | Formula: C7H8
Source: OMol25
Level of theory: ωB97M-V/def2-TZVPD

Element x y z (Å)
C  0.6472  0.0116  0.3214
C  1.8415  0.1700  0.0023
C  -0.4950  1.0613  0.1899
C  -1.5391  0.1555  0.3441
C  -0.5869  -0.9176  0.4356
C  -2.9822  -0.0579  0.0554
C  3.2770  0.0233  0.1877
H  -0.4813  1.8677  -0.3806
H  -0.5038  -1.7579  -0.1096
H  -3.4335  -0.1492  1.0279
H  -3.1601  -0.8772  -0.6894
H  -3.3600  0.8147  -0.3259
H  3.7948  0.7170  0.9374
H  3.7404  0.1456  -0.7439
H  3.6202  -0.9516  0.3791

Values from the calculation:
HOMO (alpha / beta)	-7.18 / -7.09	eV
multiplicity	1
net charge	0
LUMO (alpha / beta)	0.6 / 0.3	eV

Q | Formula: C7H8
Source: OMol25
Level of theory: ωB97M-V/def2-TZVPD

Element x y z (Å)
C  0.0047  -1.4160  0.7216
C  -0.6335  -0.0308  0.6252
C  0.3981  1.0771  0.3321
C  1.3009  0.8550  -0.8028
C  2.1047  0.7291  -1.6918
C  -1.6904  -0.1402  -1.6368
C  -1.8069  0.0043  -0.3472
H  0.5754  -1.6471  -0.1830
H  0.6821  -1.4513  1.5814
H  -0.7593  -2.1871  0.8492
H  -1.0510  0.2146  1.6029
H  -0.1322  2.0194  0.1686
H  1.0139  1.2074  1.2280
H  2.8208  0.6234  -2.4778
H  -2.8272  0.1423  0.0304

Values from the calculation:
HOMO	-10.01	eV
multiplicity	1
net charge	0
LUMO	-0.3	eV

Quick ranking, most stable first: Q, P.

P | Formula: C7H8
Source: OMol25
Level of theory: ωB97M-V/def2-TZVPD

Element x y z (Å)
C  1.6036  1.6409  0.4819
C  0.7133  0.5837  -0.1203
C  0.8850  -0.7702  0.3493
C  -0.2340  -1.4665  0.6978
C  -1.4383  -1.1510  0.0087
C  -1.4707  -0.1225  -0.8859
C  -0.4996  0.8980  -0.6600
H  2.5519  1.8222  -0.0441
H  1.8481  1.3998  1.5149
H  1.1158  2.6026  0.3463
H  1.9294  -1.0022  0.5179
H  -0.2791  -2.2107  1.4723
H  -2.2313  -1.8854  0.0203
H  -2.2568  0.0120  -1.6103
H  -0.7571  1.9250  -0.8859

Values from the calculation:
HOMO	-8.77	eV
multiplicity	1
net charge	0
LUMO	1.0	eV
SMILES	Cc1ccccc1

Q | Formula: C7H8
Source: OMol25
Level of theory: ωB97M-V/def2-TZVPD

Element x y z (Å)
C  -0.2906  -1.9047  -1.3015
C  0.5222  -2.3215  -0.3251
C  0.3091  0.9489  0.9931
C  0.2867  -0.1168  0.1444
C  -0.3813  -0.3664  -1.1678
C  0.7729  -1.3781  0.6900
C  -0.1228  2.3658  1.1120
H  -0.7016  -2.5427  -2.0858
H  0.9679  -3.3332  -0.1785
H  0.8707  0.6816  1.9076
H  -0.0089  -0.0276  -2.1472
H  -1.5068  -0.1540  -1.2469
H  -0.7347  2.7559  0.3428
H  -0.6513  2.3342  2.0890
H  0.6686  3.0587  1.1738

Values from the calculation:
HOMO (alpha / beta)	-7.74 / -7.74	eV
multiplicity	1
net charge	0
LUMO (alpha / beta)	-0.4 / -0.4	eV

R | Formula: C7H8
Source: OMol25
Level of theory: ωB97M-V/def2-TZVPD

Element x y z (Å)
C  -0.6259  0.2412  -1.9334
C  -0.0510  1.0184  -0.6409
C  0.7462  -2.6411  2.3800
C  1.2544  -3.1790  3.3524
C  0.0158  -2.3541  1.2136
C  0.0017  -0.3025  -0.6384
C  0.0498  2.4134  -0.3861
H  0.0244  0.3467  -2.8766
H  -1.6747  0.0283  -1.9163
H  1.6552  -3.4564  4.2599
H  0.0416  -3.1140  0.4666
H  -0.7627  -1.6966  1.2996
H  0.5928  3.0726  -1.0265
H  0.3047  2.7326  0.6862
H  -0.8958  2.8844  -0.6391

Values from the calculation:
HOMO (alpha / beta)	-8.02 / -8.63	eV
multiplicity	1
net charge	0
LUMO (alpha / beta)	-0.9 / -0.2	eV

S | Formula: C7H8
Source: OMol25
Level of theory: ωB97M-V/def2-TZVPD

Element x y z (Å)
C  2.8857  0.7160  -0.8096
C  1.7238  0.8473  -0.5463
C  0.3348  1.0340  -0.2456
C  -0.3459  -0.1257  0.4862
C  -0.0235  -1.5355  0.0501
C  -1.7518  0.0783  0.2817
C  -2.9015  0.3297  0.5199
H  3.9058  0.5949  -1.0399
H  -0.1879  1.2350  -1.1795
H  0.2444  1.9294  0.3705
H  -0.1325  -0.0194  1.5579
H  -0.2824  -1.6416  -1.0031
H  1.0345  -1.7003  0.2006
H  -0.6007  -2.2793  0.6170
H  -3.9028  0.5372  0.7401

Values from the calculation:
HOMO	-9.88	eV
multiplicity	1
net charge	0
LUMO	0.9	eV
SMILES	C#CC[C@H](C)C#C

Quick ranking, most stable first: P, S, Q, R.

P | Formula: C4H10NO
Source: OMol25
Level of theory: ωB97M-V/def2-TZVPD

Element x y z (Å)
C  0.2987  -1.1983  -1.9592
N  0.5314  -0.6553  -0.5263
C  -0.4065  0.2035  0.2070
C  -0.9702  -0.3918  1.4456
C  0.5355  1.5231  0.7443
O  1.8817  1.3290  0.5090
H  0.4019  -2.3434  -2.0587
H  1.1628  -0.8028  -2.5945
H  -0.6856  -0.8834  -2.3155
H  1.3418  -0.1776  -0.1897
H  -1.1544  0.7440  -0.4807
H  -0.1611  -0.3229  2.1328
H  -1.7613  0.1917  1.8896
H  -1.3771  -1.3917  1.2539
H  0.1692  2.4123  0.1718
H  0.1931  1.7637  1.7706

Values from the calculation:
HOMO	-2.53	eV
multiplicity	1
net charge	-1
LUMO	4.2	eV
SMILES	CN[C@@H](C)C[O-]

Q | Formula: C4H10NO
Source: OMol25
Level of theory: ωB97M-V/def2-TZVPD

Element x y z (Å)
C  1.1120  -1.5321  -1.3266
C  -0.0032  -0.6558  -0.7744
C  0.0179  -0.5673  0.7613
N  -0.3006  0.7541  1.2880
C  -0.9692  1.9402  0.6190
O  -0.7858  2.9584  1.4775
H  0.6565  -2.5395  -1.4595
H  1.9564  -1.5992  -0.6351
H  1.5562  -1.2405  -2.2768
H  -1.0081  -0.9438  -1.1069
H  -0.0779  0.3649  -1.1774
H  -0.7856  -1.2287  1.2275
H  0.9609  -0.8103  1.3257
H  0.3325  1.1755  1.9481
H  -2.0654  1.7305  0.5343
H  -0.5964  2.1935  -0.4245

Values from the calculation:
HOMO	-2.08	eV
multiplicity	1
net charge	-1
LUMO	3.8	eV
SMILES	CCCNC[O-]

R | Formula: C4H10NO
Source: OMol25
Level of theory: ωB97M-V/def2-TZVPD

Element x y z (Å)
C  1.8551  0.7219  -0.7895
C  1.1781  -0.9795  0.3984
N  -0.0942  -0.4023  0.9352
C  -1.0223  -0.0736  -0.2022
C  -2.3938  0.1336  0.4729
O  -3.5185  0.3149  -0.2376
H  2.0245  1.3109  -1.7810
H  2.7375  0.0651  -0.8385
H  2.0847  1.4537  0.0461
H  0.9094  -1.5451  -0.5013
H  1.8840  -1.3592  1.1077
H  0.6293  0.3372  0.7535
H  -1.1306  -0.8946  -0.9250
H  -0.6144  0.7435  -0.8067
H  -2.3831  -0.7716  1.1613
H  -2.1458  0.9451  1.2069

Values from the calculation:
HOMO	-2.10	eV
multiplicity	1
net charge	-1
LUMO	3.4	eV

S | Formula: C4H10NO
Source: OMol25
Level of theory: ωB97M-V/def2-TZVPD

Element x y z (Å)
C  -1.3002  -1.5649  0.7780
N  -2.2342  -0.7476  0.0189
C  -1.5244  0.4242  -0.6362
O  -0.4514  0.1020  -1.3396
H  -0.5891  -2.1035  0.1354
H  -1.8591  -2.2570  1.4111
H  -0.6910  -0.9026  1.3974
H  -2.6622  -1.2876  -0.7247
H  -1.3382  1.1218  0.2250
H  -2.3597  0.8995  -1.2179
C  2.6861  1.6381  0.2002
C  2.3529  0.4652  -0.3346
H  3.6743  1.7974  0.6332
H  2.0148  2.4789  0.2942
H  2.9833  -0.4045  -0.1869
H  1.2982  0.3404  -0.6535

Values from the calculation:
HOMO	-2.73	eV
multiplicity	1
net charge	-1
LUMO	4.3	eV

Quick ranking, most stable first: S, Q, P, R.

P | Formula: C4H10NO
Source: OMol25
Level of theory: ωB97M-V/def2-TZVPD

Element x y z (Å)
C  -1.8605  -1.2584  0.5109
C  -1.7036  -0.3181  -0.6984
N  -0.5308  0.6841  -0.8924
C  0.8557  0.1078  -0.8161
C  1.8536  0.7498  0.3354
O  1.6423  0.1748  1.5169
H  -1.5113  -0.6517  1.4120
H  -2.8951  -1.3193  0.6628
H  -1.3955  -2.1594  0.5147
H  -2.6287  0.1942  -0.9865
H  -1.6418  -0.9104  -1.6828
H  -0.5957  1.3772  -0.1412
H  0.6916  -0.9040  -0.4009
H  1.1096  -0.0653  -1.8149
H  1.6450  1.8794  0.4681
H  2.9278  0.6854  0.0901

Values from the calculation:
HOMO	-2.12	eV
multiplicity	1
net charge	-1
LUMO	4.1	eV
SMILES	CCNCC[O-]

Q | Formula: C4H10NO
Source: OMol25
Level of theory: ωB97M-V/def2-TZVPD

Element x y z (Å)
C  0.5259  0.0822  1.5140
C  -0.1846  -0.4177  0.2319
C  -1.6246  -0.8177  0.4661
N  -0.1764  0.6261  -0.7953
C  1.1258  0.4919  -1.6866
O  2.2150  0.8587  -1.0214
H  -0.1170  0.8473  1.9558
H  0.8155  -0.7109  2.2166
H  1.4601  0.4177  1.0393
H  0.3694  -1.2375  -0.2455
H  -2.0844  0.1259  0.7918
H  -2.0878  -0.9943  -0.5046
H  -1.9225  -1.6033  1.1744
H  -0.1842  1.5911  -0.5049
H  0.9767  -0.5007  -2.1595
H  0.8932  1.2411  -2.4722

Values from the calculation:
HOMO	-2.54	eV
multiplicity	1
net charge	-1
LUMO	4.2	eV
SMILES	CC(C)NC[O-]

Quick ranking, most stable first: Q, P.

P | Formula: C2H4O3
Source: OMol25
Level of theory: ωB97M-V/def2-TZVPD

Element x y z (Å)
C  0.9556  0.0526  -0.0246
C  -1.9282  0.4641  -0.0578
O  1.7856  0.4611  0.9604
O  2.0385  0.7875  -0.3969
O  0.9092  -1.1884  -0.3779
H  -1.4890  0.8060  -0.9824
H  -1.6902  0.8404  0.8744
H  -2.1594  -0.5495  -0.1232
H  1.5779  -1.6738  0.1279

Values from the calculation:
HOMO (alpha / beta)	-9.27 / -9.98	eV
multiplicity	1
net charge	0
LUMO (alpha / beta)	-0.8 / 0.0	eV

Q | Formula: C2H4O3
Source: OMol25
Level of theory: ωB97M-V/def2-TZVPD

Element x y z (Å)
C  -1.1104  -0.4888  0.0939
C  0.0335  0.3218  0.0991
O  -0.6778  0.3415  1.2274
O  1.6662  -0.8222  0.2225
O  0.3972  1.3211  -0.7034
H  -1.9488  -0.1407  -0.3018
H  -1.0445  -1.5741  0.3135
H  1.5877  -0.8056  -0.7242
H  1.0968  1.8469  -0.2271

Values from the calculation:
HOMO	-10.07	eV
multiplicity	1
net charge	0
LUMO	0.5	eV

R | Formula: C2H4O3
Source: OMol25
Level of theory: ωB97M-V/def2-TZVPD

Element x y z (Å)
C  0.2801  -0.0051  0.0414
C  -1.2361  -0.1205  -0.1661
O  0.9566  -1.0930  0.2649
O  0.8841  1.1685  -0.0056
O  -1.7879  -1.2717  -0.1141
H  1.9115  -0.9674  0.3894
H  1.8446  1.1466  0.1368
H  -1.3011  0.4724  -1.1343
H  -1.5518  0.6703  0.5876

Values from the calculation:
HOMO	-7.47	eV
multiplicity	1
net charge	0
LUMO	-0.7	eV

S | Formula: C2H4O3
Source: OMol25
Level of theory: ωB97M-V/def2-TZVPD

Element x y z (Å)
O  -0.9202  1.6787  -0.0314
C  -0.7621  0.5242  -0.1220
O  -1.7778  -0.3651  -0.1634
C  0.5852  -0.3091  -0.0125
O  1.7099  0.3915  -0.1651
H  -1.2782  -1.3255  0.2357
H  0.6170  -0.9220  -0.8029
H  0.3710  -1.0639  0.8640
H  1.4553  1.3912  0.1976

Values from the calculation:
HOMO	-10.65	eV
multiplicity	1
net charge	0
LUMO	0.2	eV
SMILES	O=C(O)CO

Quick ranking, most stable first: S, R, Q, P.